Below is C2H3ClN2 in the gas phase at a distorted geometry, with properties calculated with ωB97M-V with the def2-TZVPD basis set.

Each line ends with the natural charge from an NBO analysis.
Atoms and positions in Å:
C: -0.217 -0.147 -0.157  -0.702
C: -1.460 -0.643 0.388  0.397
N: -2.332 -1.226 1.082  -0.190
N: -2.808 0.177 0.674  -0.332
Cl: -3.729 0.178 -0.798  0.032
H: 0.336 -1.117 -0.191  0.251
H: 0.270 0.647 0.481  0.276
H: -0.296 0.213 -1.177  0.269

Output
Orbital gap ... 10.2562 eV
Total charge ... 0
Strongest force on any atom ... 5.80 eV Å⁻¹
E ... -647.56075 hartree
SMILES ... CC1=NN1Cl
Highest occupied orbital energy ... -9.657 eV